(1)
Below is 3 unconnected molecules or ions with the total composition C22H43N4O11PS, with properties calculated with ωB97M-V/def2-TZVPD.

The geometry in XYZ format:
```
82
Properties=species:S:1:pos:R:3:forces:R:3
N 1.5754 2.9573 4.3095 0.00 0.07 0.06
C 2.4568 2.6500 3.4629 0.00 -0.11 0.00
C 3.9187 3.0519 3.4608 -0.14 -0.01 -0.17
C 4.1745 4.4636 3.9894 0.28 -0.02 0.20
O 4.9299 5.2435 3.0234 -0.15 0.02 -0.10
S 6.4700 5.0624 3.2788 -0.02 0.10 -0.04
O 7.1490 6.2339 2.8831 0.06 0.01 0.00
O 6.9052 3.7744 2.8672 0.05 -0.01 0.01
O 6.3362 5.0420 4.8861 0.09 -0.16 0.14
C 5.0084 4.7043 5.3002 -0.13 0.21 0.06
O 4.4903 5.8820 5.8823 -0.01 -0.02 -0.18
N 4.0782 5.7412 7.2624 -0.09 0.14 0.28
O 3.6544 6.7418 7.6483 0.07 -0.25 -0.14
P 5.1571 3.2236 6.4258 -0.09 -0.08 -0.12
O 3.8588 2.6315 6.7018 0.00 0.00 0.08
O 6.0280 3.6710 7.6773 0.07 0.22 -0.14
O 6.1126 2.2752 5.5844 0.05 0.05 0.11
H 1.9569 3.5228 5.0715 -0.01 0.00 0.03
H 2.1564 1.9914 2.6444 -0.03 0.04 0.03
H 4.4838 2.2822 3.9858 0.01 0.05 -0.02
H 4.2827 3.0356 2.4312 -0.01 -0.02 0.06
H 3.2467 5.0152 4.1306 0.01 -0.08 -0.10
H 6.5772 4.4573 7.5478 -0.02 -0.10 0.06
H 7.0404 2.5489 5.5593 -0.08 -0.08 -0.10
C -0.5230 -1.9920 -0.5040 -0.09 0.08 -0.07
C -0.0934 -1.4973 0.8939 0.10 -0.10 -0.46
C -0.2928 -2.5752 1.9677 -0.04 -0.06 0.14
C -1.7530 -2.8234 2.3301 0.00 0.04 -0.05
C -2.4336 -1.5183 2.7333 0.06 -0.12 0.11
C -2.3162 -0.4310 1.6619 -0.33 0.11 -0.34
N -0.8639 -0.2744 1.2990 -0.05 -0.50 0.62
O -0.2311 0.4618 2.1292 0.20 0.37 -0.12
C -3.1948 -0.7823 0.4540 0.09 0.00 -0.03
C -2.8054 0.9052 2.2074 0.00 0.04 0.11
C 1.3866 -1.1354 0.8310 0.06 0.06 0.07
H -0.9464 -2.9968 -0.4744 -0.05 0.01 0.01
H -1.2538 -1.3417 -0.9711 -0.01 0.02 -0.03
H 0.3289 -2.0169 -1.1840 0.06 -0.06 0.09
H 0.2446 -2.2671 2.8701 -0.01 0.07 -0.02
H 0.1791 -3.4955 1.6143 0.01 -0.01 0.00
H -2.2823 -3.2934 1.4965 0.00 0.03 -0.03
H -1.8026 -3.5305 3.1605 -0.01 -0.02 -0.01
H -3.4947 -1.6838 2.9367 -0.01 0.00 0.01
H -1.9830 -1.1508 3.6602 0.04 0.05 -0.04
H -3.0269 -0.0854 -0.3681 0.00 0.00 0.00
H -4.2399 -0.7006 0.7559 0.01 0.02 0.03
H -3.0477 -1.7911 0.0787 0.03 -0.02 -0.02
H -2.2940 1.1799 3.1259 0.04 0.00 -0.02
H -3.8748 0.8290 2.4112 0.00 -0.01 -0.02
H -2.6477 1.7007 1.4781 0.00 -0.01 -0.01
H 1.5538 -0.3099 0.1373 -0.01 0.00 -0.01
H 1.9350 -2.0071 0.4697 -0.01 0.00 -0.01
H 1.7804 -0.8544 1.8046 -0.03 0.03 0.00
C -3.1959 -0.3330 -6.4217 -0.07 -0.05 0.04
C -2.2695 -0.8002 -5.2750 -0.25 0.32 -0.22
C -0.9592 -1.3970 -5.8052 0.13 -0.08 -0.02
C -1.1156 -2.7743 -6.4396 -0.06 0.02 0.01
C -1.7964 -3.7354 -5.4694 0.17 0.00 -0.03
C -3.1428 -3.2127 -4.9620 -0.42 -0.10 -0.16
N -2.9412 -1.8277 -4.4094 0.71 -0.30 -0.20
O -2.4895 -1.8392 -3.2156 -0.21 0.11 0.38
C -4.1811 -3.2513 -6.0899 0.00 0.10 0.01
C -3.6645 -4.0953 -3.8345 0.05 -0.06 0.08
C -1.9448 0.4154 -4.4131 0.04 0.00 0.09
H -2.7842 -0.5663 -7.4044 -0.01 -0.05 0.00
H -4.1858 -0.7723 -6.3588 -0.03 0.00 0.04
H -3.3373 0.7461 -6.3718 0.09 0.01 -0.02
H -0.2550 -1.4739 -4.9708 -0.06 0.00 0.04
H -0.5302 -0.6891 -6.5185 0.01 0.01 0.00
H -1.6772 -2.7069 -7.3755 -0.03 0.01 0.02
H -0.1304 -3.1629 -6.7036 0.00 0.00 -0.03
H -1.9624 -4.7070 -5.9413 0.01 -0.01 0.01
H -1.1377 -3.9044 -4.6120 -0.04 0.05 0.04
H -5.1089 -2.7685 -5.7801 0.00 -0.01 0.01
H -4.4049 -4.2942 -6.3162 0.01 -0.01 0.03
H -3.8416 -2.7891 -7.0129 0.02 0.03 0.00
H -2.9375 -4.2001 -3.0337 0.00 0.04 0.00
H -3.8835 -5.0853 -4.2372 -0.01 0.01 -0.02
H -4.5814 -3.6825 -3.4122 0.00 0.01 -0.01
H -2.8480 0.8138 -3.9490 -0.01 0.00 -0.01
H -1.5186 1.1856 -5.0580 -0.01 0.00 -0.01
H -1.2297 0.1826 -3.6286 -0.02 -0.02 0.01
```
Forces are in eV/Å.

Computed properties:
Energy relative to the best compared isomer or geometry (same formula, charge and spin): 0.0 kcal/mol
Frontier orbital gap (spin up / spin down): 7.118 / 8.302 eV
2S+1: 3
Net charge: 0
⟨S²⟩: 2.008
Calculated total energy: -2650.13048 Ha

---

(2)
Below is a molecular structure, C22H44Be2N2O25 in a non-equilibrium geometry, with properties calculated with ωB97M-V/def2-TZVPD.

The geometry in XYZ format:
```
95
Properties=species:S:1:pos:R:3:forces:R:3
Be 4.9803 0.9504 -3.5949 -0.08 -0.16 0.14
Be 2.0858 -0.9226 5.1206 -0.24 0.04 -0.15
N 0.3248 -0.8755 -0.2788 -1.18 -1.50 -1.32
O 1.1231 -0.5272 -1.1443 -1.03 0.07 0.08
O 0.7125 -0.9499 0.8707 -0.18 0.18 1.09
O -0.8561 -1.2944 -0.5326 2.45 1.28 0.30
N 6.0752 0.5030 1.6702 -1.77 0.11 0.30
O 4.9498 0.7803 2.1735 1.35 -0.30 -1.27
O 7.0070 0.2900 2.3885 0.75 -0.08 0.40
O 6.2155 0.4097 0.4398 -0.45 0.27 0.28
C -7.6306 1.9351 1.7284 0.81 -0.77 -0.75
C -7.4336 2.8588 2.9033 -1.03 -1.39 1.48
C -6.7728 4.0484 2.3646 1.87 0.12 -0.88
O -6.0774 3.6099 1.1709 -0.19 1.03 -0.81
C -6.4544 2.3400 0.7464 -1.88 -0.59 1.79
H -8.6296 2.0196 1.3007 0.21 0.13 -0.33
H -7.4847 0.8962 2.0242 -0.24 -0.02 -0.01
H -6.8452 2.3354 3.6570 0.53 0.21 -0.08
H -8.3494 3.0489 3.4629 -0.20 0.29 -0.37
H -5.8976 4.3236 2.9531 -0.44 0.85 0.49
H -7.4176 4.8838 2.0917 0.04 0.17 0.12
H -5.5593 1.7352 0.8914 0.06 -0.56 -0.25
H -6.8318 2.2487 -0.2721 0.48 0.51 -0.37
C 0.6178 7.0777 -6.5557 -2.57 -1.60 -0.17
O 1.4102 6.0932 -5.8865 1.53 -1.26 1.65
C 0.9376 5.0060 -5.2108 -1.41 -0.28 -0.51
O 1.5773 4.0477 -4.8220 0.16 1.62 -0.51
O -0.4261 5.0414 -5.0659 0.30 0.81 -1.04
C -1.0779 3.9622 -4.4123 0.58 -0.59 1.62
H -0.2391 7.3426 -5.9362 0.27 0.40 0.22
H 0.1597 6.4692 -7.3354 -0.07 0.65 -0.64
H 1.0955 7.9659 -6.9693 0.80 -0.58 0.53
H -2.1676 3.9877 -4.4038 0.14 0.72 -0.89
H -0.8265 4.0574 -3.3560 0.15 -0.24 0.18
H -0.7583 2.9668 -4.7210 0.20 0.25 -0.39
C -3.1352 1.3128 8.4948 1.55 0.90 1.23
O -3.8938 0.6533 7.5717 -1.19 -2.94 -2.11
C -3.3212 -0.1205 6.6111 2.02 0.70 -1.39
O -2.1030 -0.2117 6.3165 -3.44 0.14 1.33
O -4.3372 -0.6389 5.8923 0.17 -0.39 -0.34
C -4.0922 -1.4469 4.7023 0.50 -0.62 0.18
H -2.6284 2.0818 7.9118 0.38 0.42 0.87
H -2.4523 0.6890 9.0716 0.47 -0.32 -0.63
H -3.7684 1.6635 9.3098 -0.40 0.54 -0.63
H -4.9992 -1.6612 4.1370 -0.43 1.04 0.42
H -3.8060 -2.4736 4.9305 0.52 0.18 0.68
H -3.3401 -1.0377 4.0277 -0.03 0.34 0.32
C 2.4728 -7.8034 3.7698 0.90 -1.53 -0.85
O 1.8480 -6.6505 4.1922 -1.66 2.94 0.12
C 0.9420 -5.9777 3.4551 -0.87 0.92 0.22
O 0.4753 -4.8764 3.7740 1.42 -2.33 -0.66
O 0.5639 -6.7008 2.3718 0.62 1.21 -0.63
C -0.1908 -6.0264 1.3203 -1.88 -0.49 0.53
H 3.4041 -7.8245 4.3357 -0.25 -0.49 0.16
H 2.7580 -7.8148 2.7179 -0.17 0.34 -0.12
H 1.8190 -8.6630 3.9174 0.27 -0.12 0.29
H -0.8449 -5.2587 1.7338 0.28 0.01 0.30
H -0.8660 -6.7943 0.9427 0.13 -0.12 0.08
H 0.2618 -5.6015 0.4244 1.27 -0.20 0.56
C 2.4110 0.0953 -9.3661 1.44 -0.11 0.00
O 1.4153 -0.5945 -8.6822 -1.38 -1.22 1.25
C 1.6525 -1.1916 -7.4862 2.79 2.95 -1.04
O 2.6608 -1.0339 -6.8154 -0.21 -0.34 -0.49
O 0.6187 -1.8344 -7.1453 -2.09 -0.90 0.13
C 0.7211 -2.8005 -6.1282 -0.82 -1.45 -0.12
H 3.3756 -0.3130 -9.0646 0.18 0.15 -0.11
H 2.4073 1.1590 -9.1283 -0.20 0.01 -0.19
H 2.2657 -0.1237 -10.4240 -0.07 0.37 0.09
H -0.3251 -3.0459 -5.9453 0.15 0.23 0.72
H 1.3161 -2.5483 -5.2505 -0.22 0.37 -0.22
H 1.0860 -3.7191 -6.5877 0.51 0.01 0.10
C 4.9292 -4.5783 -1.0631 -0.57 -0.31 1.45
O 5.0994 -5.3167 -2.2403 0.76 0.76 -2.45
C 5.3317 -4.6112 -3.4090 0.64 1.94 -0.52
O 5.6478 -3.3914 -3.5138 -1.30 -4.00 0.59
O 5.1829 -5.4854 -4.4343 -0.07 0.94 1.56
C 5.2351 -5.0781 -5.8112 0.21 0.38 -0.15
H 3.8762 -4.3067 -0.9898 0.11 0.99 -0.26
H 5.6792 -3.8165 -0.8499 -0.31 0.30 -0.60
H 4.9857 -5.2564 -0.2116 0.46 -0.52 -0.29
H 6.2112 -4.6917 -6.1044 0.24 -0.46 0.23
H 4.5623 -4.2653 -6.0846 -0.44 -0.11 0.51
H 4.9602 -5.9897 -6.3418 0.22 0.25 -0.08
C 1.4493 5.3031 6.5222 0.91 -1.78 1.19
O 0.6246 5.4126 5.4059 -0.84 2.81 0.43
C 0.4419 4.4693 4.5746 1.29 -2.57 -2.94
O 0.9155 3.3281 4.6070 -1.00 1.39 0.36
O -0.1951 4.9781 3.4767 -0.06 -0.01 2.75
C -0.4657 4.1250 2.4110 0.99 0.53 -1.82
H 1.7046 6.2436 7.0104 -0.58 0.18 -0.60
H 2.3773 4.7979 6.2546 0.09 0.07 -0.13
H 0.9500 4.6389 7.2277 0.06 0.16 0.30
H -0.6270 3.0664 2.6150 -0.47 0.34 0.35
H 0.4054 4.2056 1.7608 0.35 -0.53 -0.14
H -1.1888 4.6862 1.8192 -0.70 -0.72 0.26
```
Forces are in eV/Å.

Computed properties:
Frontier orbital gap: 1.575 eV
Net charge: +2
Calculated total energy: -2883.12627 Ha

---

(3)
Below is a molecular structure, C22H44Cl20F5GaNO, with properties calculated with ωB97M-V/def2-TZVPD.

The geometry in XYZ format:
```
94
Properties=species:S:1:pos:R:3:forces:R:3
N 4.1236 0.6492 0.7744 -0.52 -0.12 0.02
Ga 2.6667 -0.1605 1.7571 0.56 -0.32 0.41
O 3.0736 -1.9795 1.9852 -0.19 0.40 -0.15
C 0.9838 -0.1612 0.4746 0.20 0.06 0.25
F 1.3062 0.4896 -0.7038 -0.19 0.02 -0.04
F 0.5829 -1.4363 0.0958 -0.16 0.14 -0.13
C -0.2839 0.5339 0.9755 -0.64 0.28 -0.02
F -1.1358 0.9085 -0.0389 0.35 -0.16 0.58
F -0.0057 1.6745 1.6637 -0.21 -0.72 -0.47
F -1.0178 -0.2778 1.7880 0.62 0.60 -0.24
H 3.7377 1.4203 0.2357 0.15 0.13 -0.05
H 4.4031 -0.0343 0.0760 0.17 -0.02 -0.03
H 2.3755 0.5159 3.1436 -0.25 -0.10 0.08
H 2.8985 -2.3589 1.1224 0.05 -0.27 -0.07
Cl 3.6505 3.0048 2.8479 0.26 0.36 -0.14
C 2.6063 4.1898 3.6537 -0.03 -0.21 0.08
C 2.1739 5.3139 2.7499 -0.13 -0.04 0.02
Cl 3.5198 6.4128 2.3247 0.02 0.01 -0.02
H 3.1270 4.5668 4.5312 0.00 0.02 0.00
H 1.7297 3.6281 3.9761 0.02 0.18 0.03
H 1.4222 5.9223 3.2508 0.02 0.00 0.02
H 1.7553 4.9318 1.8225 0.07 -0.01 -0.04
Cl -0.7283 -6.2745 -0.1791 -0.03 -0.05 0.01
C -0.1407 -5.1055 -1.3982 -0.09 0.09 -0.20
C 1.3598 -5.1070 -1.5147 0.09 0.08 -0.04
Cl 2.1429 -4.4358 -0.0685 0.01 -0.19 0.04
H -0.5127 -4.1228 -1.1209 0.04 0.00 0.11
H -0.5830 -5.3971 -2.3496 0.00 -0.04 0.01
H 1.6493 -4.4781 -2.3557 -0.04 0.03 -0.01
H 1.7451 -6.1103 -1.6788 -0.03 -0.03 0.03
Cl -0.3622 2.3827 4.8720 -0.09 -0.12 -0.02
C -0.8359 2.1630 6.5702 -0.03 -0.02 -0.05
C -0.5273 3.3831 7.3982 -0.14 -0.01 0.12
Cl 1.2281 3.6383 7.5988 -0.03 0.10 -0.06
H -0.3273 1.2803 6.9498 0.07 0.02 -0.01
H -1.9094 1.9809 6.5835 -0.02 0.04 0.00
H -0.9458 3.2689 8.3967 0.03 -0.04 0.02
H -0.9413 4.2804 6.9465 0.05 0.01 -0.05
Cl 2.4128 -0.5442 10.0267 0.00 -0.01 0.01
C 3.2598 0.9219 10.5862 -0.02 0.07 0.09
C 3.7399 1.7771 9.4431 0.05 0.05 -0.01
Cl 5.0608 1.0060 8.5320 0.00 -0.02 0.01
H 4.0848 0.6080 11.2200 0.02 -0.06 -0.03
H 2.5500 1.4873 11.1880 -0.02 0.01 -0.03
H 4.1281 2.7170 9.8329 0.01 -0.01 0.03
H 2.9342 1.9948 8.7496 0.02 -0.08 -0.03
Cl 1.5949 -1.1413 -4.6070 -0.02 -0.06 0.00
C 1.9288 0.6038 -4.7930 -0.08 0.13 -0.18
C 3.3734 0.9349 -4.5283 0.07 0.01 0.04
Cl 3.7913 0.7210 -2.8158 0.08 -0.01 0.02
H 1.2693 1.1383 -4.1164 -0.01 -0.05 0.11
H 1.6718 0.8665 -5.8184 0.02 -0.05 -0.02
H 3.5565 1.9788 -4.7786 -0.05 0.02 -0.01
H 4.0366 0.3115 -5.1232 -0.01 -0.04 0.01
Cl -3.9414 3.8560 2.7564 -0.02 0.01 0.01
C -3.9564 2.9627 1.2067 0.00 0.02 0.07
C -3.0238 3.5749 0.1978 0.06 -0.07 -0.02
Cl -3.6083 5.1835 -0.3339 0.04 0.03 -0.09
H -4.9801 2.9516 0.8434 -0.02 0.02 0.02
H -3.6513 1.9432 1.4182 0.09 -0.01 0.04
H -2.9719 2.9397 -0.6826 -0.03 -0.02 -0.02
H -2.0196 3.6971 0.5938 -0.02 0.05 0.05
Cl 1.8341 -1.0701 -8.8891 0.00 0.04 0.00
C 1.3968 -2.5773 -8.0415 0.00 -0.03 0.10
C 0.8281 -3.6111 -8.9771 0.04 -0.07 0.00
Cl -0.7729 -3.1459 -9.6118 0.00 0.00 -0.02
H 0.6971 -2.3200 -7.2516 -0.02 0.04 -0.02
H 2.3071 -2.9600 -7.5842 0.02 0.00 -0.01
H 0.6972 -4.5497 -8.4417 -0.02 0.01 0.04
H 1.4838 -3.7801 -9.8270 -0.01 0.04 -0.04
Cl -1.8635 3.9406 -5.4731 0.04 -0.02 -0.02
C -3.0168 4.7925 -4.4146 -0.02 -0.04 0.11
C -3.6149 5.9998 -5.0864 -0.11 0.02 0.03
Cl -2.4201 7.3002 -5.3348 0.00 0.00 -0.03
H -2.4983 5.0637 -3.4989 0.04 0.01 -0.01
H -3.8065 4.0845 -4.1699 -0.02 0.00 -0.02
H -4.4038 6.4084 -4.4575 0.02 0.01 0.04
H -4.0342 5.7455 -6.0561 0.05 0.00 -0.03
Cl 0.0710 -7.7653 -4.0374 0.07 0.03 -0.03
C -1.1883 -8.7277 -3.2222 -0.01 -0.07 0.15
C -2.5244 -8.6001 -3.9048 -0.04 -0.05 -0.01
Cl -3.2121 -6.9649 -3.7296 0.00 0.02 -0.02
H -1.2368 -8.3959 -2.1875 0.01 0.07 -0.01
H -0.8623 -9.7660 -3.2439 0.00 0.00 -0.06
H -3.2305 -9.2942 -3.4528 0.00 0.01 0.04
H -2.4496 -8.8169 -4.9671 0.01 0.05 -0.02
Cl -4.0984 0.1908 -0.6795 -0.19 -0.08 -0.17
C -3.5420 -1.1769 0.3234 0.09 -0.02 0.10
C -4.6460 -2.1617 0.5969 0.03 -0.08 -0.06
Cl -5.9037 -1.4849 1.6692 -0.03 0.01 -0.01
H -3.1313 -0.7696 1.2426 -0.07 0.00 -0.06
H -2.7375 -1.6634 -0.2243 0.02 0.01 -0.02
H -4.2344 -3.0346 1.0994 0.03 0.02 0.04
H -5.1311 -2.4804 -0.3216 -0.05 0.03 0.00
```
Forces are in eV/Å.

Computed properties:
Frontier orbital gap: 6.846 eV
Net charge: -1
Calculated total energy: -12622.76275 Ha

---

net charge of number 1 (C22H43N4O11PS)?
0